# 1
# C100H190F27N13O19

A 18-piece molecular cluster, C100H190F27N13O19 overall at a distorted geometry (ωB97M-V/def2-TZVPD, the OMol25 dataset).

Calculated values
E_LUMO ... -0.070 Eh
Maximum force ... 6.09 eV/A
Calculated total energy ... -8761.093995 hartree
Frontier orbital gap ... 1.97 eV

XYZ file:
```
349
C100H190F27N13O19, DFT ωB97M-V/def2-TZVPD
C 22.25616 15.38792 17.66847
C 21.16242 14.47402 17.23202
C 20.54053 13.62940 18.30710
O 21.46412 12.83496 19.04686
C 20.85678 11.99506 20.08816
N 20.07504 15.36494 16.63787
H 19.19578 14.88258 16.51819
H 20.01857 16.30054 17.01412
H 20.33688 15.50280 15.67218
H 22.02798 16.13404 18.42958
H 22.57286 15.98030 16.81004
H 23.02966 14.73942 18.07988
H 21.57926 13.83458 16.45390
H 19.82886 12.93684 17.85768
H 19.97993 14.15650 19.07910
H 20.20094 12.57362 20.73873
H 21.59922 11.50076 20.71470
H 20.43958 11.15794 19.52844
C 19.22878 24.05814 11.01192
C 18.23807 25.08322 10.45060
N 17.55364 25.76814 11.44160
C 16.14524 25.86360 11.51624
C 15.89834 26.55634 12.71836
N 17.11448 26.99180 13.25846
C 18.14660 26.43434 12.49706
C 17.28864 28.01264 14.27734
H 19.96652 24.52236 11.66640
H 19.71672 23.51960 10.19953
H 18.68100 23.30116 11.57318
H 17.51868 24.54428 9.83407
H 18.74942 25.84768 9.86560
H 15.47832 25.38500 10.81442
H 14.97494 26.83578 13.20378
H 19.20384 26.58582 12.65744
H 18.27832 28.43414 14.10132
H 17.37094 27.49802 15.23468
H 16.51940 28.78380 14.23646
C 17.05470 24.68386 18.07462
C 18.28100 24.69666 17.09866
N 18.15892 23.70410 16.02724
C 17.15954 23.50760 15.08080
C 17.53188 22.34934 14.32158
N 18.76588 21.90404 14.76702
C 19.08236 22.68692 15.86452
C 19.47750 20.76524 14.39860
H 16.90930 23.67104 18.45032
H 16.15586 25.00058 17.54562
H 17.21558 25.30258 18.95746
H 19.16234 24.69782 17.74000
H 18.28878 25.61430 16.51048
H 16.40814 24.27972 15.00594
H 17.04388 21.87764 13.48148
H 19.99162 22.58588 16.43846
H 19.76984 20.81976 13.34994
H 18.82728 19.89164 14.44472
H 20.32030 20.61620 15.07358
C 10.50240 22.04720 17.21954
C 11.65002 23.03700 17.36103
N 12.28026 23.27236 16.08508
C 12.47036 24.44052 15.47232
C 13.07030 24.20244 14.25414
N 13.16020 22.82010 14.02194
C 12.77978 22.29090 15.24802
C 13.88422 22.12806 12.92372
H 9.84752 22.28380 16.38094
H 9.80996 22.19770 18.04776
H 10.78304 21.00424 17.36647
H 12.41910 22.65154 18.03038
H 11.15290 23.89566 17.81234
H 12.11600 25.37286 15.88654
H 13.48404 24.78758 13.44616
H 12.64466 21.22336 15.34040
H 14.22250 22.80424 12.13858
H 13.12244 21.50002 12.46182
H 14.62778 21.40284 13.25430
C 16.12222 20.31242 18.94331
C 15.12102 19.40961 18.24746
N 15.38056 19.03384 16.89500
C 16.61980 19.13355 16.21784
C 16.43830 18.40828 15.02608
N 15.12092 17.96700 14.92390
C 14.48070 18.35199 16.12280
C 14.43710 17.35218 13.77528
H 16.95522 19.73040 19.33762
H 15.64400 20.89032 19.73418
H 16.49216 21.13618 18.33287
H 14.11538 19.83002 18.24082
H 15.04468 18.48826 18.82486
H 17.50836 19.64174 16.56223
H 17.14876 18.13704 14.25918
H 13.44820 18.14657 16.36400
H 13.36962 17.28860 13.98636
H 14.81340 16.33930 13.63180
H 14.73940 17.78084 12.81978
C 20.56083 16.37952 9.10584
C 19.92026 15.81934 10.33166
C 18.37156 15.59760 10.09988
N 17.58514 14.90672 11.25624
C 16.08464 15.18052 11.00252
C 15.11832 14.23478 11.84516
C 15.56212 12.73070 11.69294
C 16.97576 12.55358 12.20752
C 17.91004 13.40742 11.35782
C 18.01554 15.52318 12.62186
H 21.60268 16.63271 9.30212
H 19.98666 17.19160 8.65980
H 20.67770 15.63400 8.31930
H 20.12582 16.48880 11.16694
H 20.40692 14.91080 10.68638
H 18.15467 15.04358 9.18658
H 17.90414 16.57694 9.99736
H 15.92604 15.08276 9.92855
H 15.79296 16.19661 11.26822
H 14.13168 14.53836 11.49520
H 15.09614 14.44228 12.91500
H 15.55098 12.57322 10.61444
H 14.87300 12.02410 12.15546
H 17.26176 11.50472 12.12882
H 17.04891 12.83286 13.25860
H 17.98428 12.93678 10.37748
H 18.88538 13.24638 11.81706
H 17.20146 15.25388 13.29482
H 18.03842 16.61258 12.59388
H 19.00190 15.16990 12.92250
C 16.42641 21.18510 23.16998
C 17.92480 21.65076 23.19458
C 18.23294 22.37772 21.88210
N 19.77846 22.48924 21.59518
C 20.01958 23.04904 20.15132
C 21.52940 23.36296 19.90798
C 22.27830 24.18290 20.94836
C 22.05340 23.53472 22.26886
C 20.57392 23.36982 22.57026
C 20.41394 21.05332 21.68374
H 16.26130 20.34912 23.84966
H 16.07866 20.79518 22.21334
H 15.86596 22.02136 23.58790
H 18.53473 20.75044 23.26902
H 18.19430 22.16458 24.11732
H 17.83031 23.38698 21.96802
H 17.87282 21.85816 20.99414
H 19.32622 23.86114 19.93256
H 19.56383 22.28916 19.51650
H 21.69686 23.77346 18.91222
H 22.03784 22.40272 19.82116
H 21.76050 25.14168 20.92182
H 23.35318 24.36374 20.94272
H 22.49692 24.12732 23.06900
H 22.66908 22.63680 22.32152
H 20.01378 24.30172 22.64702
H 20.47058 22.91512 23.55550
H 19.73819 20.42454 21.10400
H 20.58114 20.78486 22.72686
H 21.42180 21.09292 21.27050
C 24.79214 27.75916 18.59424
C 23.95640 28.94112 17.96898
C 22.43480 28.65386 17.97304
N 21.64436 29.87486 17.39124
C 20.25828 29.33836 16.78818
C 19.31914 29.00046 17.92668
C 19.15371 30.10020 19.00703
C 20.52204 30.48386 19.59780
C 21.56656 30.95390 18.60072
C 22.35780 30.61504 16.24463
H 25.78396 28.21038 18.56655
H 24.81320 26.84796 17.99645
H 24.40840 27.63720 19.60714
H 24.13706 29.20942 16.92808
H 24.15284 29.82758 18.57206
H 22.04928 28.32988 18.93974
H 22.28730 27.85644 17.24472
H 20.32298 28.44082 16.17310
H 19.87760 30.20026 16.24018
H 19.44774 27.99188 18.31956
H 18.31852 28.89452 17.50756
H 18.52888 29.65776 19.78288
H 18.64220 30.95634 18.56721
H 20.86982 29.70892 20.28089
H 20.34827 31.37988 20.19368
H 22.52446 31.11408 19.09556
H 21.28936 31.89542 18.12656
H 23.19350 31.08412 16.76392
H 21.66396 31.36704 15.86888
H 22.63382 29.88124 15.48736
C 28.63982 27.63224 15.22390
C 28.22504 26.46886 14.30726
C 27.61980 25.25388 15.08230
N 27.17440 23.95034 14.34224
C 26.47260 22.98300 15.39002
C 25.60954 21.90730 14.67678
C 24.71578 22.35238 13.48398
C 25.56990 23.08522 12.47494
C 26.22108 24.31254 13.16598
C 28.46624 23.27042 13.84388
H 29.34086 28.27950 14.69692
H 29.07102 27.33596 16.18014
H 27.75254 28.23436 15.41950
H 29.15594 26.16354 13.82948
H 27.46780 26.70200 13.55870
H 26.69882 25.47874 15.62020
H 28.35866 24.92946 15.81508
H 25.83990 23.64350 15.98292
H 27.21658 22.54076 16.05262
H 25.02660 21.45264 15.47776
H 26.27502 21.10636 14.35472
H 23.89126 23.02704 13.71444
H 24.22142 21.49900 13.01984
H 25.05120 23.36340 11.55754
H 26.31994 22.44236 12.01424
H 25.45246 24.98876 13.54018
H 26.78394 24.85754 12.40816
H 28.32482 22.34858 13.27968
H 29.19316 23.07790 14.63294
H 28.88714 23.89218 13.05372
C 20.42453 19.30018 18.00946
O 19.81232 18.02892 17.97402
O 19.43490 20.27372 18.12600
C 21.74744 19.12984 18.90084
F 21.55720 18.57011 20.04268
F 22.69052 18.46520 18.22782
F 22.30204 20.36495 19.17030
C 18.99124 17.61034 19.11016
C 17.80920 16.75659 18.58520
H 17.99983 15.75118 18.96058
H 16.81958 17.12799 18.85130
H 17.82497 16.66804 17.49892
H 18.80610 18.41339 19.82358
H 19.60854 17.04876 19.81134
H 20.89740 19.31018 17.02742
C 28.33100 23.85922 18.67282
O 27.10604 23.19716 18.28234
O 29.42990 23.38866 17.95218
C 28.13860 25.40660 18.90716
F 27.68782 26.09698 17.87443
F 27.19062 25.69636 19.88553
F 29.25730 26.00468 19.22274
C 26.13262 22.90030 19.22528
C 24.90270 22.49124 18.51043
H 25.10576 21.67892 17.81258
H 24.11296 22.18184 19.19502
H 24.43584 23.33898 18.00894
H 25.79756 23.66662 19.92425
H 26.55442 22.03096 19.72970
H 28.48528 23.58430 19.71624
C 12.55720 20.59644 21.45130
O 13.46836 21.38822 20.71648
O 11.29454 20.66496 20.77194
C 13.17044 19.22909 21.76232
F 12.54038 18.72582 22.76884
F 13.19464 18.30970 20.83678
F 14.44224 19.36624 22.13300
C 13.39576 22.83148 20.79233
C 14.41716 23.53838 19.90652
H 14.27588 23.39978 18.83464
H 14.46930 24.59960 20.14984
H 15.41978 23.16732 20.11900
H 13.56460 23.09122 21.83738
H 12.42874 23.18782 20.43734
H 12.50758 21.07992 22.42694
C 17.38830 20.31312 10.88846
O 18.81764 20.56038 10.97058
O 17.08532 19.58152 12.07802
C 16.48528 21.46404 10.33582
F 16.38686 22.47618 11.20962
F 17.10809 22.03308 9.26798
F 15.25250 21.17734 9.84116
C 19.76994 19.50670 10.80700
C 21.16898 20.11522 10.53174
H 21.19470 20.81302 9.69478
H 21.39256 20.75446 11.38586
H 22.02460 19.44424 10.45550
H 19.42604 18.91255 9.96036
H 19.80990 18.91074 11.71878
H 17.37526 19.57176 10.08952
C 21.93886 25.83698 14.84632
O 22.46634 25.41346 13.56434
O 20.53834 25.83816 14.79680
C 22.70524 25.02208 15.97380
F 23.99580 25.37186 15.88564
F 22.31244 25.33364 17.22276
F 22.61602 23.68396 15.91566
C 22.66396 26.44876 12.56526
C 22.81806 25.72220 11.23106
H 23.45356 24.83810 11.28204
H 21.88806 25.55248 10.68848
H 23.28968 26.39618 10.51590
H 23.60640 26.94778 12.79090
H 21.90088 27.22486 12.50606
H 22.24196 26.85926 15.07254
C 22.25594 16.77660 13.29146
O 22.99304 15.69852 12.65176
O 21.18952 16.10582 13.90626
C 23.19736 17.68536 14.25966
F 22.60356 18.36780 15.21620
F 24.18452 17.07568 14.93436
F 23.80148 18.63398 13.59408
C 24.20914 16.04864 11.95408
C 24.86104 14.74392 11.70528
H 25.22120 14.43344 12.68608
H 24.15134 14.05172 11.25222
H 25.62672 14.84884 10.93662
H 24.87502 16.81234 12.35592
H 24.05674 16.37022 10.92380
H 21.85970 17.33520 12.44348
C 18.59674 28.03638 22.28404
O 17.83646 27.36884 23.31190
O 19.78428 28.49232 22.87956
C 18.59505 27.03860 21.06812
F 19.70760 27.22562 20.34302
F 18.54556 25.69706 21.34006
F 17.56362 27.27976 20.25095
C 16.45056 27.79116 23.25912
C 15.74026 26.53368 23.92782
H 15.60640 26.86404 24.95788
H 14.81470 26.29452 23.40412
H 16.31828 25.61004 23.89852
H 15.97086 27.91798 22.28860
H 16.39580 28.66312 23.91088
H 18.09200 28.93448 21.92802
C 13.10786 32.10296 21.31840
O 14.09464 31.56556 20.30774
O 13.36352 33.47384 21.33464
C 11.67430 31.46316 21.14018
F 11.70148 30.24142 21.69858
F 10.62252 32.12364 21.72068
F 11.37958 31.29298 19.86116
C 14.47960 30.17474 20.37461
C 15.76246 30.03954 19.54050
H 15.52486 30.10602 18.47878
H 16.48247 30.80640 19.82616
H 16.29680 29.10368 19.70406
H 13.72090 29.48240 20.00978
H 14.60994 29.77234 21.37920
H 13.36158 31.76698 22.32380
C 13.50014 28.33496 15.78958
O 14.30112 29.29596 15.11020
O 12.81856 27.57060 14.81060
C 14.52288 27.49404 16.69555
F 15.59582 28.18782 17.11754
F 13.87864 26.96266 17.80829
F 15.15230 26.49502 16.06630
C 13.61896 30.46328 14.57794
C 14.67466 31.42282 14.13578
H 15.66890 31.19618 14.52078
H 14.55608 31.59888 13.06664
H 14.57734 32.38470 14.63918
H 12.98292 31.02984 15.25806
H 13.13424 30.15418 13.65188
H 12.77948 28.88170 16.39776
```

# 2
# BrFHOP

An isolated molecule of BrFHOP at a distorted geometry (ωB97M-V/def2-TZVPD, the OMol25 dataset).

Calculated values
E_LUMO (spin up / spin down) ... -0.111 / -0.111 Eh
Maximum force ... 2.83 eV/A
Calculated total energy ... -3090.959191 hartree
Frontier orbital gap (spin up / spin down) ... 5.66 / 5.67 eV

XYZ file:
```
5
BrFHOP, DFT ωB97M-V/def2-TZVPD
O 1.54403 1.43861 0.76968
F -2.04975 -1.51160 -0.14009
P -0.60826 -1.91044 -0.87851
Br 0.39922 0.02844 -0.67875
H 0.71476 1.95499 0.92767
```